8
Properties=species:S:1:pos:R:3 method="wB97M-V/def2-TZVPD" e_lumo_ev="7.442 / 7.442" homo_ev="0.12 / 0.12" homo_lumo_gap_ha="0.269 / 0.269" energy_ev=-25789.7962 charge=-2
P -0.60278 0.47772 -2.33679
P -0.10800 -1.62061 1.79342
O -0.49084 -0.55201 2.79186
O -0.66489 -1.02089 -2.09600
O 1.36262 -1.82100 1.79928
C 0.02953 1.29689 -0.90717
H 0.31268 0.91433 0.00673
H 0.16167 2.32555 -1.05134

=====

123
Properties=species:S:1:pos:R:3 method="wB97M-V/def2-TZVPD" e_lumo_ev=1.849 homo_ev=-4.58 homo_lumo_gap_ha=0.236 energy_ev=-146828.2442 charge=-1
I -2.85888 -2.98290 -1.71961
I -2.10185 -0.65829 2.73787
I 1.49286 3.71422 4.75306
S -7.65221 4.59234 1.49643
F 5.62923 2.70592 -0.44723
F -3.78026 4.32888 2.76933
F -6.99570 3.72261 0.36258
F -6.18562 3.47241 3.42398
F -4.54059 6.48154 1.17282
F -2.00367 5.64940 1.28416
F -8.36716 5.43758 2.63703
F -8.25054 3.27130 2.14286
F -4.71331 2.95000 1.31667
F -2.71367 6.17657 -0.70249
F -7.12795 5.91663 0.83445
F -5.95921 5.66471 3.24999
F -8.95685 4.71447 0.61552
F -5.01395 5.06151 -0.44032
O -6.13092 -0.69669 -2.61014
O 3.06957 -7.92444 -5.92252
O -6.67682 -2.85033 -2.22911
O 3.82647 -2.26982 0.46688
O 2.04085 -6.61982 -4.40154
O 0.97871 -1.79862 6.99567
O 1.34485 -3.78151 6.04076
O 4.05217 -6.03939 -5.17922
O -7.97641 -1.21967 -1.43673
O 2.27683 -3.02522 -0.98595
O 6.10877 -0.98246 -4.45386
O -1.10662 1.40934 0.41156
O 5.56513 -1.59280 -6.55194
O 7.39349 -2.43674 -5.59573
O 1.11227 0.80765 0.44929
O 2.36415 -1.94233 5.23046
O 4.45671 -3.50215 -1.28343
C 2.48539 -5.51999 -3.58948
C 1.63756 -2.45591 6.00828
C 1.88943 2.75386 -0.49337
C -4.27742 5.23217 0.69047
C -0.91816 2.93145 2.15089
C -0.56952 -1.05355 1.22986
C -2.77953 5.18852 0.26734
C -6.05876 4.50480 2.53760
C -6.84705 -1.50908 -2.13692
C 0.61760 -4.04961 7.23921
C 2.25297 3.61598 2.72802
C -0.41216 2.57884 0.74815
C 3.57422 -4.91273 -4.42622
C 3.05097 -6.95707 -5.23511
C 7.19785 -3.18376 -6.80080
C 3.40175 -2.93453 -0.63237
C 6.26550 -2.28538 -7.58793
C 5.66334 -2.99298 -0.70605
C -7.62027 -3.48189 -1.36381
C 6.33412 -1.60219 -5.43544
C 0.48707 -2.93753 2.51357
C 1.91076 4.87502 1.96388
C 1.89986 2.24876 2.05928
C 0.02516 -2.69379 7.56896
C -0.30702 -0.38902 -1.31413
C -4.71719 4.22801 1.77233
C -1.64617 -0.16485 -1.99321
C -2.82195 -0.86791 -1.34791
C 0.70764 -1.53422 1.92845
C -2.30482 3.89666 -0.36049
C 1.13455 2.20190 0.73420
C 5.20422 -2.58361 0.67689
C 4.36106 3.13023 -0.03168
C -8.70326 -2.43087 -1.23801
C -0.79059 3.64664 -0.26954
C 3.31018 2.22627 -0.63255
B -0.22209 0.24059 0.22147
H -2.54295 3.99631 -1.41197
H -0.59204 2.19967 2.87360
H -0.68119 3.94169 2.47058
H 0.85701 4.97886 1.74856
H 0.45279 0.11901 -1.91560
H 3.32454 3.62809 2.87662
H -7.13000 -3.69784 -0.41284
H 5.27109 -3.39877 1.40044
H -0.49365 3.26725 -1.24128
H 3.54871 2.13829 -1.69008
H 1.49256 -1.63969 1.19477
H 1.43571 -3.29662 2.91272
H 5.56763 -2.83337 -8.21523
H 6.74020 -4.14289 -6.55105
H 3.19606 -4.16043 -5.12134
H -1.59737 -0.52769 -3.02332
H 1.85318 3.84109 -0.57162
H 0.18881 -3.60587 1.71257
H 8.14910 -3.35841 -7.29650
H -0.94140 -2.53241 7.08843
H 2.84205 1.75269 1.85447
H -0.03270 -1.44354 -1.33145
H 4.37200 3.04847 1.05100
H -0.24280 -2.91610 3.31363
H 0.99997 -0.84057 2.70694
H -0.95296 -1.90063 0.67423
H -0.13240 -4.81623 7.06213
H -1.89030 0.89240 -2.06377
H 4.37093 -4.47693 -3.82973
H 4.24405 4.16027 -0.35421
H 2.85779 -5.91154 -2.64223
H 6.80258 -1.55624 -8.19763
H -9.46014 -2.51807 -2.02091
H 1.32511 2.37144 -1.33463
H -2.83015 -0.75163 -0.27073
H -2.81528 3.00537 -0.01271
H -3.75609 -0.48522 -1.72790
H -0.06920 -2.51326 8.63700
H 1.39986 1.61779 2.77708
H -0.26099 4.58731 -0.13896
H 6.43130 -3.76290 -0.69268
H -1.99668 2.84945 2.11009
H 6.00985 -2.14776 -1.30383
H -7.97475 -4.41079 -1.80355
H -9.19130 -2.42659 -0.26667
H 2.51381 4.94045 1.06605
H 5.73180 -1.71594 1.06407
H 2.19108 5.73356 2.57026
H 1.31494 -4.39719 8.00521
H 3.41463 1.23289 -0.21264
H 1.67010 -4.83045 -3.39071

=====

10
Properties=species:S:1:pos:R:3 method="wB97M-V/def2-TZVPD" e_lumo_ev=3.527 homo_ev=0.11 homo_lumo_gap_ha=0.126 energy_ev=-10111.6677 charge=-2
O -8.87305 0.95765 0.42947
O -5.71948 0.02619 -0.63846
N 15.98364 1.56036 -0.18071
N -7.66672 0.90907 0.00690
N -6.62005 -2.54583 0.32327
N -6.87179 -0.01435 -0.17062
H -5.71687 -1.96350 0.29726
H -6.87521 -2.87176 -0.59335
H 15.84319 2.65522 -0.11720
H 16.51635 1.28693 0.64344

=====

5
Properties=species:S:1:pos:R:3 method="wB97M-V/def2-TZVPD" e_lumo_ev=0.058 homo_ev=-10.13 homo_lumo_gap_ha=0.374 energy_ev=-93919.0430
Br 1.78041 -1.21228 0.08697
Cl 0.86480 2.00491 0.12608
P 0.15694 0.03788 -0.68086
O -0.96711 -0.33180 0.42121
H -1.83504 -0.49870 0.04661

=====

16
Properties=species:S:1:pos:R:3 method="wB97M-V/def2-TZVPD" e_lumo_ev=1.079 homo_ev=-8.82 homo_lumo_gap_ha=0.364 energy_ev=-13221.1329
Si -0.72505 0.10007 -0.59725
C 0.65073 -1.28509 -0.38607
C 2.04796 0.60350 0.37379
C 0.22624 1.74896 -0.14267
C 1.93228 -0.69127 0.11360
C -2.26307 -0.14945 0.56017
H -2.09431 0.03424 1.57929
H -3.25094 0.07775 0.25265
H -2.28749 -1.19185 0.58955
H 0.88641 -1.84726 -1.23765
H -1.21017 -0.04275 -1.97790
H -0.08908 2.10689 0.81704
H 0.61607 2.45588 -0.97408
H 2.73073 -1.28489 0.31590
H 0.10000 -2.02812 0.30518
H 2.72968 1.39339 0.40845

=====

14
Properties=species:S:1:pos:R:3 method="wB97M-V/def2-TZVPD" e_lumo_ev=1.188 homo_ev=-8.73 homo_lumo_gap_ha=0.364 energy_ev=-5782.5156
N -0.47720 -0.98583 -0.30504
C -1.38429 -0.14832 0.38820
C 0.46628 0.00925 -0.55252
C -0.48534 1.08173 -0.07158
C 1.66098 -0.02750 0.30850
H -0.92586 1.66108 -0.86928
H 1.39413 -0.16479 1.41064
H 0.70425 0.06732 -1.63989
H -2.39032 -0.10964 -0.06095
H -1.39384 -0.21247 1.49509
H 2.44403 -0.81340 0.13477
H 2.16234 1.00707 0.26634
H -0.05504 -1.75569 0.26977
H -0.14508 1.73036 0.69314